{
  "formula": "C40H83Br14F6N7O9S2",
  "method": "ωB97M-V with the def2-TZVPD basis set",
  "species": ["C", "C", "N", "C", "C", "C", "C", "C", "O", "C", "H", "H", "H", "H", "H", "H", "H", "H", "H", "H", "H", "H", "H", "H", "H", "H", "H", "H", "H", "H", "C", "F", "F", "F", "S", "O", "O", "N", "S", "O", "O", "C", "F", "F", "F", "C", "O", "N", "C", "C", "H", "H", "H", "H", "H", "H", "H", "C", "O", "N", "C", "C", "H", "H", "H", "H", "H", "H", "H", "C", "O", "N", "C", "C", "H", "H", "H", "H", "H", "H", "H", "C", "O", "N", "C", "C", "H", "H", "H", "H", "H", "H", "H", "C", "C", "C", "C", "N", "H", "H", "H", "H", "H", "H", "H", "Br", "C", "C", "Br", "H", "H", "H", "H", "Br", "C", "C", "Br", "H", "H", "H", "H", "Br", "C", "C", "Br", "H", "H", "H", "H", "Br", "C", "C", "Br", "H", "H", "H", "H", "Br", "C", "C", "Br", "H", "H", "H", "H", "Br", "C", "C", "Br", "H", "H", "H", "H", "Br", "C", "C", "Br", "H", "H", "H", "H"],
  "xyz": [[1.050890, 9.145710, 6.950310], [2.522230, 9.533220, 7.264720], [2.922070, 9.536190, 8.782590], [1.970070, 10.517080, 9.559940], [2.522340, 8.125020, 9.339280], [3.216310, 6.986720, 8.663230], [4.426350, 9.855750, 8.972990], [5.022470, 9.542790, 10.405600], [4.573420, 10.459770, 11.372150], [5.400620, 10.531000, 12.553990], [0.970230, 8.971940, 5.877280], [0.290350, 9.886070, 7.198400], [0.689460, 8.166060, 7.262950], [2.766530, 10.535870, 6.913850], [3.161170, 8.838310, 6.719770], [0.983520, 10.230230, 9.195890], [2.225330, 11.522950, 9.226540], [2.231290, 10.204450, 10.570940], [1.437710, 8.019270, 9.361640], [2.778080, 8.217420, 10.394820], [4.296790, 7.125680, 8.626390], [2.789260, 6.814960, 7.675190], [3.171620, 6.080710, 9.267600], [4.564890, 10.882160, 8.633320], [4.922200, 9.208610, 8.249500], [6.102370, 9.601820, 10.269810], [4.854980, 8.502630, 10.685110], [5.219110, 9.552490, 12.998590], [4.957010, 11.320830, 13.160190], [6.433360, 10.766840, 12.297240], [12.700430, 6.863220, 9.144380], [11.909550, 7.531330, 8.319020], [13.973340, 7.033710, 8.742690], [12.506300, 7.224200, 10.397480], [12.218590, 4.982950, 9.043680], [12.733560, 4.325210, 10.299880], [10.775560, 4.934080, 8.934390], [12.828780, 4.465420, 7.506800], [13.984380, 3.571180, 7.928720], [15.079700, 4.321540, 8.550800], [13.687860, 2.277390, 8.604620], [14.827150, 3.176970, 6.241200], [15.335150, 4.281910, 5.691110], [15.827010, 2.343460, 6.486980], [13.946750, 2.554730, 5.428630], [0.603170, 4.211570, -0.149110], [0.180640, 3.758310, 0.924580], [1.825770, 4.600050, -0.362310], [2.240890, 5.049300, -1.706840], [2.913090, 4.503610, 0.716440], [0.036390, 4.342110, -1.083950], [1.471680, 5.467600, -2.356020], [2.692770, 4.241790, -2.282890], [2.970660, 5.842290, -1.543410], [3.322080, 5.508410, 0.822200], [2.474610, 4.138810, 1.645290], [3.778120, 3.886160, 0.474420], [3.120970, 17.906890, 6.947000], [3.080270, 16.660360, 6.857730], [4.011660, 18.564550, 7.688810], [4.189240, 19.998950, 7.472180], [5.031220, 17.969360, 8.603870], [2.584090, 18.580430, 6.261210], [5.188340, 20.198800, 7.084950], [4.229810, 20.473030, 8.452850], [3.540350, 20.487990, 6.745630], [6.019400, 17.871950, 8.154290], [5.168420, 18.545100, 9.519190], [4.807910, 16.969250, 8.975360], [0.352060, 11.054950, -0.496930], [-0.347620, 10.601160, -1.423530], [0.258550, 12.327700, -0.013540], [1.374540, 13.001080, 0.710820], [-0.780290, 13.264440, -0.428660], [1.314260, 10.612570, -0.195820], [2.113280, 13.494220, 0.079010], [1.981830, 12.313770, 1.299800], [1.032640, 13.779930, 1.392450], [-0.378880, 14.067330, -1.046990], [-1.480780, 12.692840, -1.037500], [-1.426510, 13.660620, 0.354630], [-3.752250, 15.570060, 6.680750], [-3.881240, 14.627250, 5.876250], [-4.104230, 15.609030, 7.965570], [-3.680710, 16.709560, 8.869520], [-4.496530, 14.456940, 8.726700], [-3.282090, 16.522490, 6.390870], [-4.541010, 17.176420, 9.349140], [-3.153630, 17.489700, 8.320270], [-3.007510, 16.333090, 9.639690], [-3.869190, 14.128570, 9.555390], [-5.469680, 14.605370, 9.194720], [-4.581400, 13.647900, 8.001210], [-1.496430, 1.356580, 13.927510], [-1.823700, 2.028040, 15.344690], [-2.709870, 3.296250, 15.269110], [-2.139860, 4.476210, 14.435110], [-1.579160, 5.251340, 13.791530], [-1.083880, 2.111640, 13.258340], [-2.387670, 0.969070, 13.433930], [-0.737910, 0.574740, 13.965880], [-0.921820, 2.374510, 15.849340], [-2.234380, 1.288400, 16.031990], [-3.028120, 3.635770, 16.254800], [-3.575160, 3.033500, 14.660570], [9.106280, 0.221250, 16.076760], [7.463000, 0.319590, 14.965950], [7.816420, 1.057440, 13.695240], [6.400760, 0.780970, 12.349350], [6.714570, 0.714240, 15.653130], [7.251030, -0.689400, 14.612240], [8.777420, 0.785550, 13.258580], [7.793260, 2.111310, 13.972580], [13.159400, 11.100860, 16.632230], [15.044880, 11.268970, 16.108310], [15.325630, 12.689090, 15.594020], [17.204870, 13.041460, 15.241390], [15.263710, 10.456760, 15.415100], [15.614220, 11.030790, 17.006760], [14.905100, 13.321990, 16.375490], [14.815720, 12.798960, 14.636930], [-7.405750, 7.528970, 0.117190], [-5.636010, 8.379160, 0.306670], [-5.874990, 9.694130, 1.052340], [-6.796440, 11.071320, -0.140450], [-5.169240, 8.397140, -0.678170], [-4.988000, 7.723210, 0.887970], [-4.962870, 10.097740, 1.491920], [-6.574150, 9.534580, 1.873200], [0.834600, 15.407030, 14.385760], [2.581630, 16.249330, 14.160740], [3.045460, 16.664970, 15.493310], [4.761610, 17.656430, 15.529650], [2.489700, 17.121410, 13.513350], [3.169640, 15.495970, 13.636520], [3.085960, 15.876740, 16.245080], [2.289960, 17.298350, 15.958230], [3.501710, 6.609140, 16.979590], [3.177720, 8.049490, 18.357660], [2.444830, 9.168430, 17.633240], [2.111310, 10.717110, 18.853550], [4.016510, 8.363810, 18.978730], [2.566940, 7.516940, 19.086650], [1.531190, 8.749470, 17.211540], [3.031230, 9.613310, 16.829300], [-1.037870, 1.360960, 7.571740], [0.151470, -0.162860, 7.240330], [0.477500, -0.315630, 5.758780], [1.603770, -1.916730, 5.495660], [-0.392640, -1.083290, 7.452140], [1.016350, -0.095790, 7.900310], [1.038040, 0.509150, 5.318740], [-0.479790, -0.468760, 5.260530], [-7.702930, 7.513740, 12.800640], [-6.816950, 8.232470, 11.215980], [-6.424340, 7.015280, 10.350850], [-5.971510, 7.716630, 8.511170], [-5.894490, 8.685920, 11.578700], [-7.422710, 9.032850, 10.791070], [-7.179970, 6.269380, 10.104390], [-5.493320, 6.516170, 10.619560]],
  "forces_ev_per_angstrom": [[0.16, -0.03, -0.37], [-0.27, 0.01, 0.63], [-1.81, -0.92, -0.56], [1.69, -1.61, -1.49], [0.72, 1.12, 0.96], [0.45, -0.25, 0.05], [-0.76, -0.93, 0.65], [-0.21, 0.74, -1.15], [-0.10, 0.44, -0.74], [-1.28, -0.50, -0.73], [0.30, 0.57, -0.26], [0.23, 0.06, 0.10], [0.42, 0.03, 0.76], [-0.19, 0.02, -0.05], [0.25, 0.03, 0.41], [0.00, 0.21, 0.61], [0.00, 0.00, 0.55], [-0.62, 1.01, 0.21], [0.08, 0.31, -0.51], [0.20, -0.27, 0.00], [0.01, 0.29, -0.42], [0.27, -0.26, 0.04], [-0.62, -0.03, -0.05], [-0.02, 0.05, 0.37], [0.13, 0.01, 0.11], [0.25, 0.23, -0.08], [-0.31, -0.15, 0.09], [0.84, 0.11, 0.71], [0.19, -0.13, 0.03], [0.04, -0.23, 0.12], [0.66, -2.45, -1.04], [-0.18, 0.49, 0.12], [-0.91, 0.27, 0.75], [0.21, 0.61, 0.01], [-0.45, -1.97, 1.46], [-0.73, 2.23, -3.41], [0.49, 0.86, -0.20], [-2.80, 1.94, 2.38], [5.14, -3.44, 1.68], [-0.61, -0.52, -0.41], [0.16, 2.16, -2.09], [-1.36, -0.10, 1.51], [-0.46, -0.35, -0.32], [0.20, -0.17, -0.12], [0.53, 0.51, -0.30], [-1.83, -1.22, 1.76], [0.07, 0.54, -1.42], [3.69, 0.50, -0.11], [0.63, 0.01, 0.59], [-1.08, 0.61, -1.05], [-0.69, -0.17, 0.28], [-0.46, -0.07, 0.59], [0.24, -0.08, 0.15], [0.13, -0.05, -0.25], [-0.16, 0.09, 0.28], [-0.15, 0.20, -0.27], [-0.39, -0.35, -0.55], [1.13, -3.14, -0.98], [-0.58, 2.16, 0.41], [0.91, 0.94, 0.99], [1.23, 0.05, 0.57], [-0.38, -0.41, -0.15], [-0.41, -0.15, 0.28], [0.27, -0.26, -0.22], [-0.62, 0.39, -0.09], [-0.51, -0.43, 0.43], [-0.08, 0.27, -0.44], [-0.31, 0.52, -0.23], [-0.64, 0.02, -0.54], [-0.17, 0.96, -2.90], [0.91, 0.40, 2.42], [0.47, 1.35, 1.26], [0.10, -0.71, 0.05], [-0.76, -1.07, -0.90], [-0.33, -0.51, 0.37], [-0.29, 0.00, -0.65], [-0.32, -0.35, 0.05], [-0.48, -0.24, -0.04], [0.11, 0.05, 0.13], [0.14, 0.03, -0.29], [0.61, 0.07, 0.51], [0.38, -1.33, -2.11], [0.08, 1.60, 1.79], [0.77, 0.83, 2.66], [-0.13, 0.03, -0.94], [-1.22, -1.18, -0.76], [-0.10, 0.02, -0.26], [-0.09, -0.15, 0.01], [-0.04, -0.08, -0.13], [-0.02, -0.12, -0.03], [0.72, 0.44, -0.26], [-0.22, 0.12, -0.17], [-0.12, -0.20, 0.22], [-0.15, 1.16, 1.03], [1.02, 0.16, -1.08], [-0.08, 0.50, -1.85], [0.50, -1.58, 1.17], [-0.53, -0.21, 0.27], [-0.02, 0.17, 0.02], [-0.10, -0.08, 0.24], [-0.19, -0.06, 0.39], [0.42, -0.32, -0.26], [-0.46, 0.15, -0.15], [0.08, 0.12, -0.19], [-0.48, 0.00, 0.38], [-0.44, 0.00, -0.25], [1.01, -1.31, -0.43], [-0.64, 1.31, 0.72], [0.37, 0.08, 0.36], [-0.05, 0.13, -0.66], [-0.18, -0.18, 0.85], [-0.32, -0.13, 0.10], [0.25, 0.12, -0.69], [0.36, 0.12, -0.23], [0.71, -0.33, 0.17], [-0.91, -1.18, 0.15], [-0.32, -0.14, 0.30], [-0.21, 0.31, -0.24], [-0.10, 0.29, 0.03], [0.45, 0.56, -0.42], [0.01, 0.35, 0.23], [0.59, -0.15, -0.12], [-0.47, 0.10, 0.28], [-0.33, 0.12, -0.70], [0.91, -0.94, 0.94], [-0.35, 0.58, 0.03], [-0.34, -0.06, 0.32], [0.01, 0.31, -0.52], [0.00, 0.03, -0.23], [-0.02, 0.13, -0.11], [0.06, -0.22, -1.18], [-0.04, 0.40, 2.01], [-0.73, -0.51, -0.23], [-0.28, -0.17, -0.03], [0.19, 0.16, 0.32], [0.60, -0.35, -0.45], [0.22, 0.55, -0.34], [0.26, 0.92, 0.83], [-0.59, -0.46, 0.20], [0.37, -0.01, 0.24], [-0.06, -0.89, -0.48], [0.61, -0.08, -0.92], [-0.43, 0.21, -0.31], [-0.19, 0.52, 0.26], [0.04, -0.21, 0.17], [0.35, -0.36, -0.14], [0.14, -0.78, -0.40], [0.06, 0.31, 0.25], [-0.44, 0.46, 0.14], [-0.16, 0.31, 0.60], [-0.13, 0.21, -0.19], [-0.19, -0.09, 0.10], [0.37, -0.06, -0.36], [-0.06, 0.17, -0.01], [0.89, -1.00, 0.23], [0.00, 0.94, -1.47], [-0.06, -0.11, 0.56], [-0.13, 0.02, -0.01], [-0.17, -0.64, -0.27], [-0.15, 0.37, 0.50], [-0.30, 0.24, 0.47]],
  "charge": 0,
  "e_homo_ev": -7.349
}